Entry 1:
The following is a DFT calculation (ωB97M-V with the def2-TZVPD basis set) of a structure of composition C33H51BrN8O4Rb.

Computed properties:
- LUMO: -0.0770 hartree

Geometry as ORCA input:
```
! RIJCOSX wB97M-V def2-TZVPD def2/J DEFGRID3
* xyz 1 1
Rb -0.947 1.259 1.316
C 1.545 2.746 3.338
O 0.157 2.920 3.106
C -0.624 2.758 4.275
C -2.079 3.052 3.968
O -2.719 2.071 3.160
C -3.675 1.224 3.779
C -3.117 -0.135 4.129
O -2.784 -0.830 2.933
C -2.757 -2.231 3.124
H 1.906 3.450 4.093
H 2.057 2.929 2.395
H 1.759 1.728 3.680
H -0.298 3.471 5.044
H -0.504 1.745 4.684
H -2.133 4.002 3.430
H -2.618 3.173 4.912
H -4.490 1.094 3.064
H -4.086 1.706 4.671
H -3.877 -0.693 4.689
H -2.230 -0.046 4.770
H -3.706 -2.589 3.536
H -1.949 -2.536 3.795
H -2.598 -2.693 2.151
Br 1.804 -0.945 -6.386
C 1.490 0.902 -6.059
C 0.187 1.359 -5.939
C -0.038 2.692 -5.637
C 1.044 3.548 -5.462
C 2.337 3.097 -5.676
C 2.570 1.758 -5.954
N 0.876 4.948 -5.156
N 0.220 5.335 -4.176
C -0.265 4.395 -3.196
C -1.617 4.273 -3.023
C -2.156 3.236 -2.256
C -1.357 2.286 -1.617
O -1.845 1.243 -1.035
C 0.084 2.548 -1.620
N 0.893 1.769 -0.846
C 2.184 1.989 -0.851
C 2.798 3.011 -1.597
C 2.009 3.810 -2.371
C 0.611 3.595 -2.420
H -0.648 0.685 -6.072
H -1.049 3.054 -5.517
H 3.163 3.792 -5.598
H 3.577 1.388 -6.087
H -2.278 4.942 -3.562
H -3.229 3.108 -2.199
H 2.793 1.347 -0.219
H 3.867 3.157 -1.539
H 2.441 4.625 -2.937
N -1.342 -1.995 -4.155
C -1.138 -3.351 -3.598
C -2.174 -3.585 -2.499
C -1.900 -2.750 -1.252
N -2.040 -1.289 -1.558
C -0.492 -2.999 -0.717
C 0.605 -2.788 -1.768
N 0.725 -1.360 -2.061
C 0.279 -3.554 -3.053
H -2.016 -2.029 -4.912
H -0.481 -1.643 -4.558
H -1.728 -1.124 -2.542
H -1.294 -4.108 -4.371
H -2.161 -4.635 -2.198
H -3.178 -3.382 -2.883
H -2.642 -2.984 -0.488
H -1.449 -0.714 -0.950
H -2.981 -0.911 -1.458
H -0.450 -4.026 -0.344
H -0.303 -2.352 0.148
H 1.532 -3.211 -1.359
H 1.338 -1.194 -2.853
H 1.091 -0.818 -1.285
H 0.404 -4.622 -2.857
H 1.013 -3.298 -3.823
C 0.879 -1.234 4.284
C 1.699 -2.111 5.268
N 2.687 -2.893 4.531
C 1.997 -3.762 3.581
C 1.147 -2.906 2.603
N 1.306 -1.476 2.900
C 2.735 -1.145 2.785
C 3.565 -1.985 3.794
H 1.013 -0.172 4.501
H -0.190 -1.445 4.352
H 1.056 -2.800 5.818
H 2.223 -1.498 6.003
H 1.375 -4.462 4.141
H 2.746 -4.347 3.046
H 0.085 -3.154 2.674
H 1.452 -3.072 1.566
H 2.860 -0.075 2.963
H 3.043 -1.340 1.755
H 4.080 -1.346 4.513
H 4.325 -2.579 3.283
*
```

Entry 2:
The following is a DFT calculation (ωB97M-V with the def2-TZVPD basis set) of a structure of composition C42H43ClP2W at a distorted geometry.

Computed properties:
- LUMO (spin up / spin down): -0.2105 / -0.3214 hartree
- Expectation value of S²: 2.052

Geometry as ORCA input:
```
! RIJCOSX wB97M-V def2-TZVPD def2/J DEFGRID3
* xyz 2 3
W 1.436 -0.806 -1.741
C 1.763 -2.423 -2.909
C 2.266 -1.560 -0.110
C 3.663 -0.975 0.017
C 3.901 0.302 -0.850
C 2.715 0.758 -1.667
C 2.465 0.324 -3.024
C 3.360 -0.602 -3.814
C 2.999 -2.110 -3.722
C -3.535 3.160 -0.121
H 1.724 -3.435 -2.488
H 2.211 -2.641 0.009
H 4.413 -1.754 -0.236
H 3.874 -0.723 1.077
H 4.180 1.119 -0.153
H 4.796 0.170 -1.482
H 2.265 1.713 -1.394
H 1.869 1.035 -3.603
H 4.431 -0.428 -3.610
H 3.235 -0.319 -4.874
H 2.877 -2.468 -4.760
H 3.868 -2.679 -3.341
H -4.335 2.496 -0.472
H -3.806 4.210 -0.292
H -3.397 2.975 0.956
P 0.073 -1.664 1.907
P -1.943 2.795 -0.939
C 1.118 -0.829 0.596
C 0.485 -1.746 -3.133
C 0.745 -1.581 3.556
C 2.045 -1.079 3.761
C 2.638 -1.187 5.020
C 1.922 -1.745 6.084
C 0.606 -2.184 5.902
C 0.018 -2.115 4.640
C 0.110 -3.408 1.425
C -0.460 -3.813 0.201
C -0.258 -5.113 -0.264
C 0.491 -6.028 0.478
C 1.022 -5.640 1.716
C 0.823 -4.341 2.190
C -1.117 4.340 -1.352
C 0.082 4.541 -0.625
C 0.913 5.609 -0.942
C 0.556 6.504 -1.962
C -0.639 6.317 -2.665
C -1.480 5.241 -2.369
C -2.262 2.076 -2.576
C -3.244 1.066 -2.695
C -3.413 0.394 -3.903
C -2.598 0.687 -5.002
C -1.588 1.645 -4.876
C -1.400 2.320 -3.671
H 1.338 0.188 0.958
H -0.426 -2.036 -3.616
H 2.580 -0.605 2.933
H 3.664 -0.835 5.154
H 2.393 -1.845 7.064
H 0.029 -2.590 6.736
H -1.002 -2.466 4.479
H -1.041 -3.100 -0.389
H -0.692 -5.418 -1.220
H 0.655 -7.042 0.105
H 1.599 -6.344 2.312
H 1.236 -4.045 3.160
H 0.348 3.818 0.153
H 1.845 5.747 -0.389
H 1.216 7.343 -2.197
H -0.906 7.014 -3.463
H -2.401 5.087 -2.940
H -3.853 0.806 -1.826
H -4.186 -0.367 -3.989
H -2.742 0.165 -5.949
H -0.931 1.865 -5.719
H -0.579 3.037 -3.579
Cl -4.460 -0.471 1.052
C -3.684 0.096 2.499
C -4.424 0.872 3.382
C -3.801 1.431 4.501
C -2.431 1.251 4.686
C -1.679 0.546 3.742
C -2.313 -0.154 2.707
C -1.628 -1.068 1.706
H -5.476 1.038 3.180
H -4.387 2.018 5.202
H -1.940 1.690 5.560
H -0.586 0.546 3.806
H -2.214 -1.994 1.583
H -1.603 -0.581 0.718
*
```

Entry 3:
The following is a DFT calculation (ωB97M-V with the def2-TZVPD basis set) of a structure of composition C3H6O2S at a distorted geometry.

Computed properties:
- LUMO: -0.0389 hartree

Geometry as ORCA input:
```
! RIJCOSX wB97M-V def2-TZVPD def2/J DEFGRID3
* xyz 0 1
C -0.727 1.214 -0.255
C 0.474 0.226 -0.104
C 0.688 -0.511 1.176
H -2.037 -0.515 -0.227
H -0.528 1.661 -1.308
H -0.562 2.118 0.496
H 1.250 -1.559 1.074
H 1.218 0.434 1.670
H -0.921 0.263 1.550
O -2.123 0.644 0.210
O -0.521 -0.796 1.719
S 1.258 -0.422 -1.474
*
```

Entry 4:
The following is a DFT calculation (ωB97M-V with the def2-TZVPD basis set) of a cluster of 2 separate species, C3H7O2S in total at a distorted geometry.

Computed properties:
- LUMO: 0.1199 hartree

Geometry as ORCA input:
```
! RIJCOSX wB97M-V def2-TZVPD def2/J DEFGRID3
* xyz -1 1
C 0.521 1.247 -1.113
S 0.057 2.343 0.294
C -1.130 1.232 1.078
H 0.388 0.209 -0.790
H -0.254 1.456 -1.849
H 1.486 1.577 -1.475
H -0.603 0.394 1.519
H -1.833 0.834 0.348
H -1.714 1.813 1.772
O -0.007 -3.673 -0.355
C 0.759 -2.783 0.044
O 0.890 -1.600 -0.364
H 1.440 -3.049 0.891
*
```

Entry 5:
The following is a DFT calculation (ωB97M-V with the def2-TZVPD basis set) of a cluster of 2 separate species, C5H10N in total at a distorted geometry.

Computed properties:
- LUMO: -0.1838 hartree

Geometry as ORCA input:
```
! RIJCOSX wB97M-V def2-TZVPD def2/J DEFGRID3
* xyz 1 1
C 1.432 -0.459 1.736
C -0.493 1.074 0.987
C -0.340 0.022 -0.046
C -1.283 -1.057 -0.433
C 0.879 0.482 -1.707
N 0.471 0.022 1.082
H 1.939 -1.345 1.378
H 1.760 -0.001 2.660
H -0.117 2.077 0.828
H -1.329 1.022 1.679
H -1.713 -1.535 0.448
H -0.787 -1.819 -1.031
H -2.093 -0.637 -1.024
H 1.552 1.227 -1.318
H 0.147 0.847 -2.404
H 1.307 -0.476 -1.928
*
```

Listing relative energy (zero: lowest compared OMol25 entry of this formula, charge and spin) for the structures above in their given order: 1.101 0.000 5.464 0.663 3.265 eV.
Listing calculated total energy for the structures above in their given order: -4624.92276 -2835.40958 -666.39323 -667.21892 -250.88531 Eh.